No. 1
DFT (ωB97M-V with the def2-TZVPD basis set) results for a structure of composition C52H50BrFMoN4O8 at a distorted geometry.

```
117
Properties=species:S:1:pos:R:3:mulliken_charge:R:1
Mo -0.249 0.549 -0.559 1.517
O -3.537 3.064 4.033 -0.499
C -2.745 2.486 3.157 0.670
C -1.343 2.499 3.219 -0.339
C -0.626 1.872 2.238 -1.354
N -1.222 1.240 1.197 0.986
C -2.570 1.233 1.159 -0.163
Br -3.274 0.387 -0.371 -0.002
C -3.371 1.811 2.096 -0.448
H -3.068 3.517 4.750 0.346
H -0.823 2.995 4.029 0.496
H 0.457 1.850 2.265 0.631
H -4.449 1.788 2.025 0.608
C -2.242 -6.812 -2.325 -1.005
C -0.820 -6.447 -1.936 -0.999
N -0.742 -5.105 -1.298 0.166
C -0.398 -4.073 -2.046 -0.095
C -0.347 -2.767 -1.578 -0.489
C 0.061 -1.732 -2.550 -0.231
O 0.536 -1.939 -3.618 -0.530
O -0.213 -0.450 -2.140 -0.523
C -0.652 -2.499 -0.245 2.050
O -0.581 -1.307 0.288 -0.952
C -1.029 -3.609 0.578 0.948
C -1.346 -3.439 1.939 -0.562
C -1.689 -4.507 2.704 0.173
F -1.910 -4.312 4.010 -0.329
C -1.776 -5.828 2.188 -1.139
C -1.456 -5.991 0.850 -0.797
C -1.074 -4.912 0.041 0.023
N -2.157 -6.922 2.962 0.226
C -2.915 -6.781 4.199 -0.636
C -3.834 -7.977 4.388 -1.003
N -3.039 -9.255 4.367 -0.128
C -2.240 -9.374 3.099 -0.727
C -1.363 -8.145 2.937 -0.609
H -2.245 -7.801 -2.780 0.392
H -2.632 -6.106 -3.058 0.357
H -2.916 -6.826 -1.470 0.331
H -0.182 -6.406 -2.817 0.483
H -0.367 -7.167 -1.258 0.471
H -0.141 -4.269 -3.080 0.600
H -1.279 -2.463 2.398 0.579
H -1.547 -6.975 0.417 0.716
H -3.553 -5.902 4.157 0.481
H -2.257 -6.671 5.070 0.433
H -4.565 -8.048 3.584 0.368
H -4.354 -7.916 5.343 0.452
H -3.667 -10.057 4.461 0.361
H -2.413 -9.288 5.177 0.400
H -2.957 -9.463 2.284 0.371
H -1.640 -10.281 3.155 0.411
H -0.820 -8.240 2.001 0.422
H -0.611 -8.122 3.739 0.250
C 2.755 6.794 -1.253 -1.587
C 2.693 5.336 -1.616 0.941
C 3.771 4.918 -2.592 -1.312
O 1.395 5.024 -2.104 -0.414
C 1.126 3.683 -1.790 0.539
C 1.852 3.491 -0.432 -0.200
O 2.776 4.550 -0.385 -0.374
C 2.752 2.285 -0.131 0.965
O 1.332 0.825 -0.090 -0.569
C 3.208 2.193 1.242 0.530
C 3.900 1.033 1.643 -0.471
C 4.341 0.893 2.942 -1.073
C 4.117 1.914 3.861 -0.568
C 3.441 3.070 3.481 -1.050
C 2.974 3.211 2.188 -0.223
C 3.637 1.786 -1.176 0.466
C 5.006 2.048 -1.024 -0.409
C 5.891 1.746 -2.048 -0.970
C 5.431 1.152 -3.212 -0.684
C 4.075 0.859 -3.362 -1.093
C 3.184 1.185 -2.362 0.295
C -0.411 3.577 -1.828 0.834
O -0.625 2.020 -1.408 0.304
C -0.918 3.664 -3.229 0.200
C -0.540 2.689 -4.163 -0.224
C -0.937 2.799 -5.481 -1.081
C -1.685 3.900 -5.887 -0.661
C -2.042 4.876 -4.973 -1.061
C -1.669 4.757 -3.641 -0.557
C -1.221 4.301 -0.795 0.137
C -2.588 4.012 -0.739 -0.003
C -3.412 4.671 0.156 -1.172
C -2.883 5.640 1.002 -0.756
C -1.532 5.945 0.941 -0.961
C -0.700 5.281 0.048 0.111
H 2.584 7.392 -2.147 0.391
H 3.738 7.034 -0.854 0.392
H 1.998 7.044 -0.512 0.357
H 3.714 5.551 -3.476 0.483
H 3.666 3.878 -2.902 0.108
H 4.749 5.049 -2.131 0.361
H 1.528 3.018 -2.560 1.217
H 1.130 3.590 0.385 0.168
H 4.084 0.248 0.920 0.548
H 4.877 0.003 3.238 0.500
H 4.485 1.815 4.874 0.476
H 3.305 3.874 4.192 0.545
H 2.507 4.142 1.901 0.483
H 5.367 2.532 -0.127 0.549
H 6.941 1.976 -1.929 0.511
H 6.124 0.910 -4.006 0.474
H 3.722 0.380 -4.265 0.555
H 2.138 0.944 -2.502 0.181
H 0.050 1.832 -3.854 0.289
H -0.661 2.038 -6.199 0.509
H -1.984 3.994 -6.922 0.454
H -2.613 5.736 -5.293 0.481
H -1.946 5.530 -2.935 0.543
H -3.009 3.297 -1.435 0.819
H -4.474 4.461 0.167 0.548
H -3.533 6.182 1.677 0.511
H -1.125 6.730 1.563 0.560
H 0.334 5.584 -0.028 -0.022
```

The total energy comes out at -5573.35421 Eh. The value obtained for the strongest force on any atom is 2.19 eV/Å. The value obtained for the HOMO energy is -16.8 eV. The total charge is +4.

No. 2
DFT (ωB97M-V with the def2-TZVPD basis set) results for a structure of composition C52H50CdOP4S2.

```
110
Properties=species:S:1:pos:R:3:mulliken_charge:R:1
Cd 0.948 0.415 0.287 0.798
C 0.530 -1.366 4.875 -1.090
S 1.248 -1.358 3.234 0.751
C 2.921 -0.882 3.666 -1.207
O 0.668 -0.131 2.585 -1.007
H 0.997 -2.152 5.468 0.436
H -0.535 -1.564 4.759 0.176
H 0.683 -0.385 5.323 0.392
H 3.434 -1.719 4.140 0.426
H 2.888 -0.010 4.317 0.366
H 3.403 -0.619 2.722 0.326
S 2.917 1.144 -0.590 -0.845
C -1.552 -2.003 -1.907 -2.353
P -0.451 -1.849 -0.441 1.093
C -1.117 -3.036 0.772 0.078
C -1.738 -2.521 1.907 0.218
C -2.306 -3.373 2.846 -0.991
C -2.246 -4.745 2.658 -0.859
C -1.630 -5.267 1.525 -0.848
C -1.072 -4.418 0.585 -0.120
C 1.075 -2.672 -1.003 0.313
C 1.532 -2.506 -2.307 -0.534
C 2.780 -2.984 -2.680 -0.622
C 3.585 -3.625 -1.753 -0.548
C 3.140 -3.787 -0.448 -0.789
C 1.896 -3.309 -0.073 -0.492
P -3.339 -1.725 -1.527 0.786
C -4.059 -1.708 -3.213 0.507
C -3.334 -1.704 -4.400 -0.454
C -3.989 -1.711 -5.626 -0.676
C -5.373 -1.739 -5.680 -0.509
C -6.106 -1.743 -4.500 -0.705
C -5.454 -1.713 -3.280 -0.651
C -3.875 -3.412 -1.038 0.702
C -4.553 -3.574 0.165 -0.226
C -5.006 -4.828 0.557 -0.483
C -4.783 -5.929 -0.254 -0.580
C -4.109 -5.776 -1.461 -0.646
C -3.663 -4.525 -1.852 -0.839
H -1.377 -2.958 -2.409 0.864
H -1.248 -1.198 -2.585 0.965
H -1.770 -1.444 2.057 0.570
H -2.800 -2.961 3.718 0.543
H -2.688 -5.412 3.388 0.410
H -1.594 -6.338 1.373 0.454
H -0.591 -4.827 -0.296 0.535
H 0.933 -1.973 -3.035 0.347
H 3.131 -2.830 -3.692 0.402
H 4.565 -3.982 -2.041 0.382
H 3.771 -4.277 0.283 0.410
H 1.561 -3.429 0.952 0.302
H -2.252 -1.705 -4.388 0.370
H -3.410 -1.703 -6.541 0.429
H -5.880 -1.752 -6.636 0.391
H -7.189 -1.763 -4.533 0.420
H -6.033 -1.716 -2.361 0.344
H -4.718 -2.713 0.802 0.416
H -5.530 -4.942 1.498 0.467
H -5.136 -6.906 0.049 0.399
H -3.941 -6.634 -2.100 0.422
H -3.161 -4.409 -2.806 0.324
C -2.424 2.087 -0.784 0.135
P -1.211 1.929 0.576 0.888
C -0.672 3.616 0.980 0.784
C 0.680 3.923 0.847 -0.275
C 1.125 5.210 1.135 -0.707
C 0.226 6.184 1.534 -0.472
C -1.128 5.883 1.650 -0.774
C -1.575 4.604 1.377 -0.219
C -2.245 1.472 2.013 0.833
C -3.353 0.638 1.885 -0.182
C -4.045 0.204 3.010 -0.363
C -3.635 0.589 4.276 -0.740
C -2.526 1.417 4.413 -0.697
C -1.837 1.853 3.294 -0.713
P -1.574 2.532 -2.371 -0.131
C -2.969 2.406 -3.556 0.399
C -4.247 1.934 -3.262 0.255
C -5.226 1.885 -4.250 -0.714
C -4.941 2.297 -5.541 -0.575
C -3.664 2.759 -5.848 -0.685
C -2.690 2.808 -4.865 -0.542
C -1.498 4.359 -2.217 0.479
C -0.244 4.959 -2.156 -0.297
C -0.132 6.337 -2.012 -0.514
C -1.272 7.121 -1.938 -0.487
C -2.529 6.529 -2.005 -0.692
C -2.640 5.156 -2.144 -0.455
H -3.245 2.759 -0.516 0.930
H -2.830 1.081 -0.934 -1.322
H 1.393 3.171 0.509 0.032
H 2.178 5.441 1.034 0.427
H 0.574 7.187 1.750 0.397
H -1.831 6.650 1.951 0.423
H -2.630 4.367 1.475 0.410
H -3.683 0.301 0.911 0.054
H -4.908 -0.440 2.889 0.475
H -4.179 0.258 5.152 0.415
H -2.198 1.728 5.398 0.444
H -0.969 2.491 3.413 0.432
H -4.505 1.615 -2.259 0.242
H -6.217 1.523 -3.999 0.407
H -5.705 2.257 -6.307 0.402
H -3.430 3.082 -6.855 0.411
H -1.697 3.170 -5.110 0.410
H 0.646 4.341 -2.207 0.420
H 0.848 6.793 -1.956 0.445
H -1.186 8.195 -1.830 0.399
H -3.421 7.142 -1.953 0.406
H -3.622 4.698 -2.210 0.339
```

The total energy comes out at -4416.29585 Eh. The calculation puts the relative energy (zero: lowest compared OMol25 entry of this formula, charge and spin) at 0.0 kJ/mol. The value obtained for the strongest force on any atom is 0.39 eV/Å. The value obtained for the HOMO energy is -5.6 eV. The total charge is 0.

No. 3
DFT (ωB97M-V with the def2-TZVPD basis set) results for a structure of composition C52H50Ge2N2S6Ti at a distorted geometry.

```
113
Properties=species:S:1:pos:R:3:mulliken_charge:R:1
Ti -0.843 -1.123 -1.165 -0.646
C -0.740 -0.684 -6.709 -1.429
C -1.958 -0.602 -5.841 0.415
C -2.866 -1.650 -5.786 -0.459
C -3.983 -1.594 -4.971 0.706
C -4.947 -2.741 -4.894 -1.449
C -4.214 -0.443 -4.213 0.280
C -3.346 0.647 -4.300 1.369
C -3.666 1.953 -3.635 -1.878
C -2.209 0.537 -5.090 -0.828
C -5.439 -0.373 -3.387 -0.799
C -6.631 0.031 -3.975 0.095
C -7.794 0.088 -3.232 -1.016
C -7.768 -0.243 -1.891 0.160
C -6.582 -0.635 -1.283 -0.706
C -5.422 -0.726 -2.041 0.364
Ge -3.659 -1.157 -1.178 0.828
S -2.468 0.630 -0.918 -0.882
S -2.454 -2.763 -2.367 -0.640
Ge -1.950 -3.580 -0.234 1.159
S 0.036 -2.838 0.241 -0.791
S -3.708 -2.454 0.725 0.377
C -1.980 -5.583 -0.028 -0.146
C -2.098 -6.103 1.257 -0.474
C -1.984 -7.473 1.458 0.203
C -1.737 -8.318 0.391 -1.243
C -1.617 -7.798 -0.882 0.639
C -1.740 -6.429 -1.103 -1.481
C -1.655 -5.941 -2.499 0.134
C -2.801 -5.943 -3.295 1.231
C -4.150 -6.273 -2.720 -1.812
C -2.691 -5.605 -4.637 -0.524
C -1.477 -5.233 -5.189 0.881
C -1.345 -4.905 -6.647 -1.807
C -0.356 -5.197 -4.372 -0.753
C -0.421 -5.562 -3.038 1.356
C 0.819 -5.542 -2.198 -1.603
C -2.350 -5.220 2.416 0.471
C -3.652 -4.872 2.771 0.313
C -4.839 -5.354 1.989 -0.348
C -3.854 -4.070 3.887 -0.743
C -2.793 -3.618 4.651 0.698
C -3.017 -2.729 5.838 -1.691
C -1.504 -3.993 4.294 -1.033
C -1.266 -4.794 3.191 1.614
C 0.130 -5.225 2.852 -1.523
C -6.583 -0.904 0.170 -0.274
C -7.032 -2.126 0.665 1.269
C -7.434 -3.237 -0.264 -1.861
C -7.102 -2.311 2.040 -0.460
C -6.716 -1.315 2.920 0.940
C -6.769 -1.516 4.406 -1.811
C -6.270 -0.105 2.406 -1.175
C -6.208 0.123 1.043 1.686
C -5.768 1.453 0.512 -1.606
H -0.820 -1.504 -7.420 0.372
H 0.139 -0.848 -6.086 0.166
H -0.596 0.246 -7.258 0.450
H -2.697 -2.532 -6.384 0.399
H -4.693 -3.513 -5.614 0.444
H -5.968 -2.406 -5.078 0.476
H -4.916 -3.181 -3.896 -0.007
H -4.438 1.833 -2.877 0.238
H -4.024 2.666 -4.380 0.402
H -2.781 2.373 -3.162 0.427
H -1.517 1.368 -5.133 0.364
H -6.629 0.305 -5.021 0.518
H -8.718 0.398 -3.696 0.389
H -8.665 -0.185 -1.292 0.506
H -2.089 -7.867 2.459 0.538
H -1.640 -9.382 0.553 0.403
H -1.423 -8.444 -1.728 0.512
H -4.070 -6.634 -1.697 0.315
H -4.655 -7.030 -3.319 0.475
H -4.776 -5.380 -2.716 0.099
H -3.576 -5.631 -5.258 0.360
H -2.321 -4.843 -7.127 0.359
H -0.761 -5.676 -7.153 0.474
H -0.821 -3.959 -6.768 0.296
H 0.594 -4.881 -4.780 0.400
H 1.708 -5.529 -2.823 0.547
H 0.860 -6.401 -1.530 0.306
H 0.837 -4.640 -1.579 0.014
H -4.532 -5.852 1.072 -0.097
H -5.468 -4.505 1.734 -0.627
H -5.431 -6.051 2.584 0.560
H -4.861 -3.789 4.155 0.367
H -4.060 -2.747 6.148 0.379
H -2.747 -1.703 5.586 0.287
H -2.394 -3.041 6.676 0.457
H -0.667 -3.658 4.890 0.398
H 0.849 -4.760 3.522 0.439
H 0.380 -4.941 1.831 0.235
H 0.225 -6.309 2.924 0.291
H -7.213 -2.982 -1.297 0.288
H -8.502 -3.439 -0.176 0.372
H -6.900 -4.152 -0.014 0.255
H -7.473 -3.251 2.427 0.200
H -7.158 -2.500 4.658 0.363
H -7.404 -0.761 4.869 0.506
H -5.768 -1.412 4.822 0.274
H -5.973 0.683 3.084 0.418
H -5.794 2.212 1.289 0.524
H -6.400 1.767 -0.317 0.312
H -4.744 1.393 0.139 0.064
S 0.729 0.414 -0.278 -0.423
C 2.049 -0.048 -1.298 0.873
C 3.313 0.362 -0.845 -0.122
N 4.327 0.723 -0.441 -0.553
C 1.900 -0.727 -2.485 0.054
S 0.337 -1.169 -3.151 0.152
C 2.994 -1.094 -3.274 -0.181
N 3.854 -1.427 -3.962 -0.607
```

The total energy comes out at -9513.90390 Eh. The multiplicity is 2. The calculation puts the relative energy (zero: lowest compared OMol25 entry of this formula, charge and spin) at 4.0 kJ/mol. The value obtained for the strongest force on any atom is 1.58 eV/Å. The value obtained for the HOMO energy (spin up / spin down) is -4.9 / -5.0 eV. The total charge is -1.

No. 4
DFT (ωB97M-V with the def2-TZVPD basis set) results for a structure of composition C52H51BN6NiO3SeTe at a distorted geometry.

```
116
Properties=species:S:1:pos:R:3:mulliken_charge:R:1
Ni 2.845 0.069 0.990 0.476
C 1.474 -4.718 -1.227 -1.954
C 1.966 -5.082 -0.017 -0.254
C 2.325 -4.204 1.063 -0.206
C 2.237 -2.844 0.867 -0.020
C 1.939 -2.428 -0.506 -0.610
C 1.275 -3.284 -1.566 0.593
N 2.509 -1.817 1.687 1.302
N 2.872 -2.098 2.923 -1.584
C 3.550 -1.018 3.481 0.648
C 3.981 -1.169 4.806 -0.558
C 4.778 -0.202 5.391 -0.440
C 5.158 0.908 4.643 -0.923
C 4.702 1.057 3.332 0.627
C 3.862 0.131 2.715 -0.986
H 1.175 -5.463 -1.954 0.480
H 2.065 -6.147 0.174 0.398
H 2.652 -4.594 2.015 0.414
H 1.431 -0.673 -1.556 -0.234
H 0.251 -3.033 -1.862 0.325
H 3.698 -2.069 5.341 0.418
H 5.120 -0.320 6.413 0.350
H 5.809 1.659 5.077 0.420
H 5.029 1.938 2.790 0.424
Se 5.688 3.227 -0.731 0.017
N 5.019 3.815 0.853 -0.983
C 3.837 3.292 1.002 0.531
C 2.954 3.492 2.116 -0.768
C 1.854 2.691 2.224 -0.262
C 1.486 1.735 1.261 0.236
N 2.100 1.871 -0.061 -0.245
C 3.411 2.410 -0.100 0.674
N 4.199 2.254 -1.103 -0.633
H 3.250 4.169 2.904 0.308
H 1.259 2.721 3.130 0.435
H 0.485 1.330 1.232 0.113
C -3.602 2.738 -5.883 -1.596
C -2.803 3.852 -5.193 1.941
C -2.340 4.871 -6.242 -1.705
C -3.734 4.567 -4.212 -1.921
C -1.587 3.242 -4.492 0.542
C -0.621 2.575 -5.252 -0.334
C 0.512 1.993 -4.689 -2.167
C 0.640 2.086 -3.323 0.941
O 1.653 1.629 -2.516 -0.193
B 1.294 2.032 -1.234 0.404
O 0.051 2.668 -1.230 -0.364
C -0.316 2.720 -2.553 0.389
C -1.422 3.324 -3.106 -0.816
H -4.465 3.158 -6.405 0.452
H -3.963 2.013 -5.150 0.336
H -2.994 2.202 -6.612 0.320
H -3.204 5.318 -6.741 0.444
H -1.714 4.407 -7.005 0.321
H -1.762 5.671 -5.775 0.393
H -4.583 4.983 -4.757 0.439
H -3.228 5.390 -3.703 0.384
H -4.126 3.883 -3.457 0.279
H -0.747 2.507 -6.325 0.395
H 1.258 1.492 -5.290 0.510
H -2.126 3.836 -2.468 0.681
C -8.045 -0.158 -0.209 -1.573
C -6.564 -0.391 -0.081 0.782
C -6.060 -1.614 0.336 -0.993
C -4.694 -1.850 0.455 0.844
C -4.251 -3.217 0.894 -1.191
C -3.791 -0.814 0.156 -0.120
Te -1.692 -1.171 0.300 0.529
N 2.142 -1.051 -0.935 0.713
C 2.935 -2.078 -1.579 1.442
O 2.206 -2.754 -2.592 -0.706
C 4.405 -2.073 -1.646 -0.224
C 5.177 -1.129 -0.980 0.275
C 6.561 -1.200 -1.019 -1.307
C 7.186 -2.209 -1.737 -0.423
C 6.420 -3.149 -2.413 -0.670
C 5.036 -3.087 -2.366 -1.010
C -1.626 -1.351 2.414 0.431
C -1.894 -0.216 3.194 0.651
C -2.319 1.101 2.601 -1.003
C -1.766 -0.306 4.575 -1.082
C -1.367 -1.480 5.199 0.744
C -1.175 -1.544 6.689 -1.624
C -1.125 -2.590 4.408 -0.846
C -1.244 -2.556 3.020 1.288
C -0.925 -3.819 2.273 -1.985
C -4.282 0.427 -0.271 1.194
C -3.407 1.590 -0.650 -1.187
C -5.659 0.613 -0.380 -1.022
H -8.608 -1.058 0.036 0.344
H -8.308 0.140 -1.226 0.343
H -8.376 0.639 0.460 0.324
H -6.749 -2.419 0.573 0.259
H -5.115 -3.862 1.056 0.423
H -3.680 -3.171 1.821 0.055
H -3.608 -3.680 0.144 0.221
H 4.716 -0.315 -0.436 0.650
H 7.142 -0.456 -0.490 0.456
H 8.268 -2.261 -1.770 0.378
H 6.901 -3.942 -2.973 0.393
H 4.428 -3.821 -2.876 0.457
H -1.579 1.476 1.893 0.065
H -2.447 1.845 3.387 0.411
H -3.264 1.008 2.062 0.147
H -1.965 0.574 5.177 0.283
H -1.523 -0.632 7.173 0.356
H -0.118 -1.671 6.933 0.311
H -1.716 -2.388 7.121 0.361
H -0.813 -3.519 4.875 0.397
H -1.262 -4.688 2.841 0.566
H 0.153 -3.910 2.135 0.282
H -1.378 -3.849 1.286 0.149
H -2.374 1.466 -0.333 -0.626
H -3.793 2.515 -0.216 0.504
H -3.407 1.710 -1.735 0.527
H -6.025 1.581 -0.708 0.428
```

The total energy comes out at -6769.01471 Eh. The multiplicity is 4. The calculation puts the relative energy (zero: lowest compared OMol25 entry of this formula, charge and spin) at 446.8 kJ/mol. The value obtained for the strongest force on any atom is 1.01 eV/Å. The value obtained for the HOMO energy (spin up / spin down) is -3.1 / -4.2 eV. The total charge is -1.